Computed, not measured: one molecule with the formula C24H24N2O3, with wB97M-V/def2-TZVPD.

The geometry in XYZ format:
```
53
Properties=species:S:1:pos:R:3:forces:R:3
O 2.495 1.411 -1.964 0.0 0.1 -0.3
O -3.594 -2.040 -0.758 0.1 0.1 -0.2
O -4.065 3.576 0.902 0.0 0.0 0.0
N 1.849 -1.415 0.122 0.6 -0.1 0.2
N 1.341 1.189 -0.005 0.0 -0.1 0.4
C 0.370 2.190 -0.139 -0.1 0.3 -0.2
C 2.721 -0.657 -0.746 -0.1 0.1 -0.2
C 5.218 -0.455 -0.907 -0.1 0.0 0.0
C 4.079 -0.473 -0.114 0.1 -0.2 0.1
C 4.201 -0.266 1.255 0.0 0.0 0.0
C 6.462 -0.248 -0.339 0.1 0.0 0.0
C 5.447 -0.066 1.822 0.0 0.0 0.1
C 0.620 3.371 -0.829 0.1 -0.1 0.0
C -0.230 -2.464 0.687 0.2 0.1 -0.2
C -2.249 -2.003 -0.531 0.1 0.1 -0.1
C -5.861 -2.545 -0.298 0.5 0.0 0.0
C 0.519 -1.685 -0.193 -0.5 -0.2 0.0
C -1.901 2.889 0.272 0.4 0.4 -0.2
C -0.135 -1.114 -1.286 0.2 -0.1 0.1
C -1.594 -2.625 0.527 -0.3 -0.1 -0.1
C -1.495 -1.268 -1.445 -0.3 -0.2 0.2
C -1.636 4.081 -0.404 -0.1 -0.1 0.1
C -3.277 2.665 0.788 -0.2 -0.3 0.1
C -0.885 1.950 0.409 -0.1 0.1 -0.1
C -3.651 1.243 1.131 -0.3 0.2 0.0
C -0.388 4.312 -0.951 -0.1 0.0 0.0
C -4.421 -2.730 0.155 -0.3 -0.1 0.2
C 6.581 -0.057 1.027 0.1 0.0 0.0
C 2.174 0.767 -0.994 -0.1 -0.3 0.2
H 5.127 -0.597 -1.973 0.0 0.0 -0.1
H 7.342 -0.236 -0.965 0.1 0.0 -0.1
H -2.003 -0.812 -2.280 -0.1 0.1 -0.1
H 3.321 -0.260 1.881 -0.1 0.0 0.1
H 7.552 0.102 1.471 0.1 0.0 0.0
H 1.589 3.534 -1.270 0.1 0.0 0.0
H -3.424 0.580 0.298 0.1 -0.1 0.0
H 0.264 -2.941 1.522 0.0 0.0 0.1
H 5.532 0.090 2.888 0.0 0.0 0.1
H -2.132 -3.231 1.238 -0.1 0.0 0.0
H -3.088 0.912 2.002 0.1 -0.1 0.1
H -2.431 4.805 -0.499 -0.1 0.1 0.0
H 0.411 -0.538 -2.016 0.0 0.1 -0.1
H -0.195 5.232 -1.482 0.0 0.1 -0.1
H -5.988 -2.945 -1.300 -0.1 -0.1 -0.1
H -4.712 1.198 1.360 0.0 0.0 0.0
H -4.162 -3.798 0.170 0.0 0.1 0.0
H 2.843 -1.118 -1.740 -0.1 0.2 0.1
H 1.132 0.486 0.694 0.1 0.1 -0.2
H -6.112 -1.488 -0.313 -0.1 0.1 0.0
H -1.056 1.020 0.931 -0.1 -0.2 0.0
H -4.288 -2.323 1.168 0.1 -0.1 -0.1
H 2.316 -2.145 0.641 0.0 0.1 -0.1
H -6.532 -3.063 0.382 -0.1 0.0 0.1
```
Forces are in eV/Å.

Output
SMILES string = CCOc1ccc(N[C@@H](C(=O)Nc2cccc(C(C)=O)c2)c2ccccc2)cc1
charge = 0
LUMO energy = 0.47 eV
E_tot = -34400.99942 eV
energy relative to the best compared isomer or geometry (same formula, charge and spin) = 1.6936 eV

Atomic partial charges in e from the Löwdin method, atoms 1 to 2:
1. O 0.10
2. O -0.07


Computed, not measured: C2H5N5 as an isolated structure at a distorted geometry, with wB97M-V/def2-TZVPD.

The geometry in XYZ format:
```
12
Properties=species:S:1:pos:R:3:forces:R:3
N 2.407 -0.554 0.026 0.0 5.6 -2.3
N 0.005 -0.980 -0.181 1.3 3.2 0.2
N -0.990 -0.038 -0.258 -5.3 -2.2 1.6
N -2.406 -0.452 0.191 3.1 -3.0 0.7
N 0.687 1.238 0.034 1.8 -0.6 1.1
C 1.011 -0.081 -0.003 3.4 -2.4 -0.7
C -0.601 1.182 0.068 -1.4 2.6 -1.7
H -2.015 -1.314 0.990 -2.2 3.0 -3.4
H -2.908 -0.899 -0.672 1.6 0.5 2.1
H 2.537 -1.300 0.634 0.7 -1.1 1.2
H 3.263 0.300 -0.112 -3.9 -3.7 1.1
H -1.252 2.114 0.081 0.7 -1.8 0.2
```
Forces are in eV/Å.

Output
charge = 0
LUMO energy = 0.76 eV
E_tot = -9602.15884 eV
energy relative to the best compared isomer or geometry (same formula, charge and spin) = 3.8625 eV

Atomic partial charges in e from the Löwdin method, atoms 1 to 2:
1. N 0.05
2. N 0.11


Computed, not measured: a 9-piece molecular cluster, C35H54O27 overall at a distorted geometry, with wB97M-V/def2-TZVPD.

The geometry in XYZ format:
```
116
Properties=species:S:1:pos:R:3:forces:R:3
O -4.632 -2.831 -1.985 0.4 0.2 0.4
O -2.975 4.848 -4.063 -0.5 0.5 0.0
O -1.862 -0.821 3.669 -0.3 -0.4 -0.1
O 6.374 -2.413 -0.764 0.1 -0.3 -0.3
O 3.878 -2.277 3.853 -0.5 -0.1 0.6
O -4.587 -4.466 -0.470 0.6 -0.8 0.1
O 0.155 0.187 -0.057 0.2 0.4 -0.6
O -2.151 0.568 5.372 -0.5 -0.5 0.7
O 4.883 1.501 -1.014 0.9 -0.9 -1.2
O -5.399 7.050 -1.668 0.2 0.2 0.8
O 7.688 -4.200 -1.057 0.4 -0.3 -0.1
O -0.642 1.840 -1.273 -0.5 0.3 -0.4
O -1.494 4.645 -5.685 0.2 -0.1 -0.2
O 3.283 -3.469 5.690 0.9 -0.3 -1.2
O 6.639 -3.850 0.910 0.3 0.0 0.1
O -0.077 0.023 4.696 -0.5 0.2 -0.2
O 6.592 1.382 0.393 0.5 0.5 0.3
O -3.544 8.265 -1.952 -0.1 1.7 0.2
O -2.525 6.624 -5.332 0.5 0.2 0.0
O -3.346 6.225 -1.193 -0.4 -0.4 0.3
O -2.032 0.460 -0.104 -0.5 -0.3 -0.6
O -0.072 -2.960 -2.099 -0.2 -0.3 1.8
O 5.477 3.351 -0.020 1.0 -0.3 0.5
O -3.404 -2.645 -0.095 -0.1 1.3 0.3
O 5.086 -4.075 4.450 0.5 -0.3 0.0
O -0.847 -3.385 -4.102 -0.6 0.5 -1.1
O -0.689 -1.248 -3.376 -0.2 0.0 -0.2
C -2.327 5.483 -5.061 -0.6 0.0 0.1
C -3.196 1.000 -0.743 -0.1 1.1 0.3
C -2.754 3.454 -4.118 0.5 -0.2 0.1
C 1.785 -1.954 6.737 -1.3 -1.6 1.0
C -0.938 5.808 -1.414 0.3 -0.2 0.6
C -0.863 0.899 -0.571 0.9 -0.7 1.0
C -1.668 3.298 -5.196 0.0 -0.4 -0.4
C 2.176 -2.621 5.442 0.5 1.6 0.1
C -3.254 -0.857 3.950 -0.7 0.7 -2.3
C -1.269 -0.062 4.575 1.4 0.3 0.9
C -4.247 -3.269 -0.945 -0.4 0.0 -0.7
C 5.780 2.028 -0.178 -1.2 0.4 0.1
C -3.168 -3.410 1.053 0.7 -1.9 0.7
C 4.429 3.726 -0.882 -0.9 0.9 -0.8
C 0.223 -5.531 -4.489 -0.7 0.3 0.2
C -0.052 -4.371 -2.135 0.1 -1.3 -2.8
C 2.714 1.911 -1.696 -0.1 0.2 -1.3
C -0.657 -4.669 -3.578 1.3 -1.1 1.6
C 5.635 -1.866 0.301 -1.3 1.2 1.1
C 4.135 2.473 -1.735 -1.2 -0.1 1.8
C -0.378 2.786 -4.637 1.0 -0.2 0.7
C -4.313 1.382 4.715 -0.7 -0.4 0.5
C 5.803 -2.816 1.478 1.0 -0.4 -0.6
C -0.059 -0.989 0.709 0.8 0.2 0.7
C -0.574 -2.421 -3.223 0.3 0.1 0.2
C 2.734 -1.625 4.415 -0.8 0.1 0.4
C -3.399 -6.011 1.050 1.1 -0.6 -1.7
C -2.037 6.789 -1.033 -0.3 -0.3 -0.7
C -4.224 7.199 -1.529 0.1 -1.2 -1.8
C -2.141 8.066 -1.911 0.2 -1.4 0.9
C 4.165 -1.637 -0.026 -0.5 0.5 0.4
C 6.988 -3.544 -0.361 -0.6 -0.1 0.3
C -3.511 0.148 5.080 0.6 -0.4 -0.9
C 4.184 -3.343 4.643 -0.9 0.1 0.6
C -4.021 -4.662 0.848 -1.6 -0.3 0.2
H -0.649 5.730 -2.461 -0.3 0.5 -0.1
H -3.749 -0.472 3.048 -0.1 -0.3 0.0
H 3.629 -1.066 0.745 0.8 0.3 0.4
H -3.023 2.064 -0.911 -0.1 0.0 0.0
H 0.897 -1.518 0.728 -0.1 -0.2 -0.7
H -2.507 -6.139 0.420 0.2 0.5 0.3
H 0.972 -4.739 -2.093 0.1 0.3 0.1
H -2.101 -3.648 1.112 0.0 -0.1 -0.3
H -1.143 4.780 -1.106 -0.3 0.1 0.2
H -0.863 -1.581 0.284 0.0 -0.1 0.3
H -4.412 2.062 5.560 0.3 -0.1 0.1
H 1.322 -3.180 5.049 0.2 -0.2 0.0
H -0.131 -0.699 1.762 -0.9 -0.1 -0.1
H -2.363 3.175 -3.137 -0.2 -0.4 -0.1
H 0.413 2.566 -5.356 -0.2 0.5 -0.3
H -0.652 -5.019 -1.496 -0.2 1.1 1.0
H -1.791 7.877 -2.925 0.1 0.1 0.0
H 2.977 -0.705 4.946 0.5 0.0 -0.2
H 2.163 2.481 -2.449 -0.5 -0.2 0.3
H -0.059 6.099 -0.832 0.2 0.0 -0.2
H 1.971 -1.373 3.681 0.3 -0.1 -0.4
H 4.456 2.671 -2.758 0.3 -0.7 0.0
H 6.094 -0.914 0.577 -0.1 0.0 -0.3
H -3.673 2.932 -4.383 0.0 0.1 0.2
H 0.751 -6.340 -3.984 -0.2 0.1 0.4
H 2.161 1.830 -0.761 0.4 0.8 0.3
H -3.461 0.548 -1.696 0.3 -0.4 0.1
H -2.007 7.010 0.036 0.5 0.3 0.0
H 2.504 -1.412 7.346 0.4 0.2 -0.7
H -0.487 -5.997 -5.172 0.6 0.1 -0.6
H -1.983 2.717 -6.064 -0.2 -0.1 0.2
H -4.939 -4.651 1.445 0.3 0.3 0.5
H -3.096 -6.220 2.073 -0.3 0.1 0.1
H 4.734 4.583 -1.489 0.3 -0.2 -0.1
H 1.538 -2.831 7.354 -0.1 0.3 0.3
H -5.339 1.052 4.526 0.0 0.1 -0.3
H -3.995 -6.813 0.611 -0.6 0.1 0.6
H -4.019 -0.499 5.800 0.5 0.9 1.1
H -4.010 0.910 -0.028 0.0 -0.2 -0.1
H -3.537 -1.903 4.060 -0.1 0.2 0.6
H -1.594 8.858 -1.407 -0.3 0.4 -0.3
H -0.426 1.859 -4.061 -0.7 0.0 0.0
H 6.346 -2.296 2.265 -0.1 -0.4 0.3
H -3.414 -3.059 2.058 -0.3 1.2 -0.5
H 3.549 4.110 -0.356 0.1 -0.5 0.5
H 0.980 -4.902 -4.954 -0.1 -0.1 -0.3
H 0.846 -1.408 6.650 0.2 0.3 -0.2
H 4.038 -0.992 -0.894 -0.1 -0.6 -0.4
H -1.609 -5.182 -3.431 -0.2 0.4 -0.2
H 4.905 -3.290 1.855 -0.1 0.1 0.0
H -0.031 3.538 -3.920 0.2 -0.1 -0.1
H 3.547 -2.538 0.022 0.4 -0.3 -0.9
H 2.714 0.867 -2.019 0.3 0.1 -0.4
H -3.920 1.946 3.872 0.1 -0.2 -0.1
```
Forces are in eV/Å.

Output
SMILES string = C[C@H]1COC(=O)O1.C[C@H]1COC(=O)O1.C[C@H]1COC(=O)O1.C[C@H]1COC(=O)O1.C[C@H]1COC(=O)O1.C[C@H]1COC(=O)O1.C[C@H]1COC(=O)O1.C[C@H]1COC(=O)O1.COC(=O)OC
charge = 0
LUMO energy = -0.48 eV
E_tot = -92453.40818 eV
energy relative to the best compared isomer or geometry (same formula, charge and spin) = 0.0000 eV

Atomic partial charges in e from the Löwdin method, atoms 1 to 2:
1. O 0.17
2. O 0.05


Computed, not measured: a 2-piece molecular cluster, C6H12O overall, with wB97M-V/def2-TZVPD.

The geometry in XYZ format:
```
19
Properties=species:S:1:pos:R:3:forces:R:3
O 1.010 0.633 0.958 -0.1 -0.1 0.1
C -2.718 -0.633 -0.372 -0.2 -0.1 -0.1
C 1.858 0.213 -0.089 0.3 -0.1 -0.3
C 3.089 1.096 -0.062 0.0 0.0 0.0
C -2.304 -0.770 1.053 -0.1 0.0 0.2
C -1.598 0.218 -0.858 0.1 0.2 -0.1
C -1.325 -1.020 -0.055 0.2 -0.2 -0.1
H 2.149 -0.844 0.034 -0.1 0.2 0.0
H 2.797 2.143 -0.185 0.1 -0.1 0.0
H 3.790 0.826 -0.858 -0.1 0.0 0.1
H -1.419 1.191 -0.395 0.0 -0.2 -0.1
H 3.593 0.998 0.904 0.0 0.0 -0.1
H 1.355 0.296 -1.067 0.0 0.0 0.2
H -3.459 -1.185 -0.933 0.1 0.1 0.1
H -1.369 0.177 -1.922 -0.1 0.0 0.2
H -2.198 0.128 1.667 0.0 -0.1 -0.1
H -0.792 -1.921 -0.322 -0.1 0.1 0.0
H 0.208 0.095 0.908 0.1 0.1 0.1
H -2.669 -1.642 1.593 0.1 0.1 -0.1
```
Forces are in eV/Å.

Output
SMILES string = C1[C@H]2C[C@@H]12.CCO
charge = 0
LUMO energy = 1.11 eV
E_tot = -8461.56462 eV
energy relative to the best compared isomer or geometry (same formula, charge and spin) = 2.7893 eV

Atomic partial charges in e from the Löwdin method, atoms 1 to 2:
1. O -0.09
2. C -0.19


Computed, not measured: a 2-piece molecular cluster, C2H4Cl2N2 overall at a distorted geometry, with wB97M-V/def2-TZVPD.

The geometry in XYZ format:
```
10
Properties=species:S:1:pos:R:3:forces:R:3
Cl -3.043 -0.208 -0.238 0.5 -0.5 0.2
Cl 1.309 -1.849 -0.351 0.1 0.8 0.4
N -1.910 -0.972 -1.194 0.7 -0.5 -0.5
N 1.036 1.717 0.056 0.6 -1.6 -0.8
C 0.380 0.664 0.530 1.1 0.3 2.0
C 0.687 -0.535 0.940 0.0 -0.1 -3.4
H 0.565 2.540 -0.183 -0.9 1.1 -0.5
H 0.399 -1.197 1.661 -0.9 -0.9 2.1
H 1.829 1.471 -0.542 0.0 0.4 0.3
H -1.252 -1.630 -0.679 -1.3 1.1 0.2
```
Forces are in eV/Å.

Output
charge = 0
LUMO energy (spin up / spin down) = -0.71 / -1.07 eV
E_tot = -30157.99024 eV
energy relative to the best compared isomer or geometry (same formula, charge and spin) = 5.7082 eV

Atomic partial charges in e from the Löwdin method, atoms 1 to 2:
1. Cl 0.47
2. Cl 0.36


Computed, not measured: a 2-piece molecular cluster, C4H8NO overall at a distorted geometry, with wB97M-V/def2-TZVPD.

The geometry in XYZ format:
```
14
Properties=species:S:1:pos:R:3:forces:R:3
O -2.684 0.845 1.574 0.4 -0.4 0.0
N -1.896 0.210 1.028 -1.5 0.9 0.5
C 2.002 0.433 0.080 0.8 -2.3 2.3
C -1.140 -1.411 -0.675 -1.1 -3.1 2.5
C -1.038 -0.379 0.421 1.8 -0.3 -1.4
C 1.338 1.573 0.021 -0.4 1.8 -1.2
H -0.861 -1.038 -1.582 0.8 1.5 -2.4
H 1.067 2.387 0.789 0.5 -1.8 -1.1
H 1.146 1.760 -1.066 -0.2 0.8 1.2
H -0.422 -2.234 -0.449 -0.4 0.7 0.0
H 0.034 0.126 0.498 -0.8 -0.2 0.2
H -2.128 -1.922 -0.798 0.6 0.8 0.4
H 2.263 -0.134 -0.784 -0.1 0.1 -1.1
H 2.320 -0.214 0.941 -0.2 1.4 -0.1
```
Forces are in eV/Å.

Output
charge = +1
LUMO energy = -6.84 eV
E_tot = -7802.56469 eV
energy relative to the best compared isomer or geometry (same formula, charge and spin) = 5.5381 eV

Atomic partial charges in e from the Löwdin method, atoms 1 to 2:
1. O 0.32
2. N 0.04


Q: E_tot of number 2 (C2H5N5)?
A: -9602.15884 eV


Q: Among the records above, which one has the highest energy relative to the best compared isomer or geometry (same formula, charge and spin)?
A: C2H4Cl2N2